# 1
The following is a quantum chemistry calculation of a structure of composition C6H9AlCl2DyO3P, from OMol25.

Last column: Mulliken charge in e.
Atoms and positions in Å:
1 Dy 0.28145 0.88805 -6.74785  2.233
2 Al 0.41355 0.50761 -0.49365  0.397
3 Cl -0.76097 3.07520 -6.73308  -0.073
4 Cl 1.82813 -0.84098 -1.32943  -0.063
5 C -0.58624 -0.87510 0.77793  0.454
6 C -0.25880 1.24743 -9.03902  -0.231
7 C 0.52547 -0.89571 -8.38271  -0.086
8 O -0.97643 -1.56562 1.62648  -0.010
9 O -0.50290 1.25198 -10.17428  0.116
10 O 0.57571 -1.58897 -9.32765  0.052
11 C 1.25535 3.54813 1.29606  -1.022
12 P 0.58173 1.88212 1.32325  0.743
13 C 1.40396 1.05317 2.71568  -1.072
14 C -1.06231 2.04807 2.07324  -1.154
15 H 2.29566 3.52543 0.95816  0.409
16 H 1.22306 4.00862 2.29295  0.390
17 H 0.67804 4.17284 0.60752  0.404
18 H 1.31021 1.70620 3.60664  0.428
19 H 0.93579 0.07424 2.91756  0.410
20 H 2.47569 0.89432 2.50613  0.415
21 H -0.94442 2.56777 3.04158  0.387
22 H -1.74010 2.63397 1.43414  0.424
23 H -1.51272 1.05816 2.24125  0.451

Calculated values
spin multiplicity = 6
HOMO level (alpha / beta) = -24.01 / -24.01 eV
total charge = +4
lowest unoccupied orbital energy (alpha / beta) = -0.6548 / -0.5680 hartree
Kohn-Sham gap (alpha / beta) = 6.19 / 8.55 eV



# 2
The following is a quantum chemistry calculation of a structure of composition C6H9AlCl2GdO6P, from OMol25.

Last column: Mulliken charge in e.
Atoms and positions in Å:
1 Al 0.38547 1.01475 -6.29611  0.853
2 Gd -0.41473 1.04540 -1.97292  1.271
3 Cl -1.09906 1.05542 -4.66444  0.068
4 Cl 1.80400 0.79345 -2.79369  -0.441
5 C -1.03912 -0.99523 0.36643  0.116
6 C -0.33340 1.65168 -8.27831  0.438
7 C 0.64750 -0.73318 -7.31445  0.560
8 O -1.30712 -1.57617 1.32576  -0.025
9 O -0.74656 1.80223 -9.34766  0.100
10 O 0.68861 -1.71726 -7.95757  0.085
11 C 2.73403 1.27793 2.61837  -0.587
12 O 1.69591 1.94938 1.85144  -0.333
13 P 0.41319 1.27299 1.13158  0.989
14 O -0.79914 1.54412 2.20557  -0.164
15 C -1.01061 2.61423 3.15114  -0.592
16 O -1.32574 2.43938 -0.76548  -0.455
17 C -1.96226 3.57977 -0.18495  -0.626
18 H 3.61181 1.19959 1.95913  0.294
19 H 2.43038 0.25279 2.92178  0.350
20 H 2.93906 1.90388 3.50761  0.272
21 H -1.24951 2.19504 4.14313  0.292
22 H -0.15202 3.29013 3.18115  0.357
23 H -1.83895 3.25304 2.81993  0.265
24 H -2.88030 3.39024 0.38264  0.345
25 H -1.28665 4.09335 0.50789  0.252
26 H -2.20216 4.33014 -0.93817  0.316

Calculated values
spin multiplicity = 8
HOMO level (alpha / beta) = -22.33 / -22.12 eV
total charge = +4
lowest unoccupied orbital energy (alpha / beta) = -0.6719 / -0.6717 hartree
Kohn-Sham gap (alpha / beta) = 4.05 / 3.84 eV



# 3
The following is a quantum chemistry calculation of a structure of composition C6H9BaO3, from OMol25.

Last column: natural (NBO) charge in e.
Atoms and positions in Å:
1 O -1.34543 -1.68301 0.03907  -0.452
2 Ba -2.57570 -0.07827 3.57682  1.905
3 C -1.56377 -0.63274 1.00806  -0.375
4 O 0.29619 1.46031 -0.23184  -0.427
5 C -1.11110 -0.38788 -0.44050  0.056
6 C -1.88233 0.13840 -1.61106  -0.648
7 H -1.41138 -0.18675 -2.54867  0.254
8 H -1.91043 1.23388 -1.62791  0.247
9 H -2.90077 -0.26293 -1.56855  0.254
10 C 0.22660 0.18365 -0.15050  0.840
11 O 1.15823 -0.45241 0.53874  -0.465
12 C 1.43074 -1.85552 0.72496  -0.242
13 H 1.20125 -2.39723 -0.19525  0.227
14 H 2.46952 -1.87844 1.06007  0.232
15 H 0.80215 -2.22814 1.53832  0.198
16 C 1.56267 2.13270 -0.05835  -0.270
17 H 2.33232 1.65442 -0.67184  0.224
18 H 1.37768 3.15876 -0.37976  0.238
19 H 1.84357 2.08121 0.99820  0.206

Calculated values
spin multiplicity = 2
HOMO level (alpha / beta) = -14.17 / -16.49 eV
total charge = +2
lowest unoccupied orbital energy (alpha / beta) = -0.2980 / -0.3006 hartree
Kohn-Sham gap (alpha / beta) = 6.06 / 8.31 eV



# 4
The following is a quantum chemistry calculation of a cluster of 3 separate species, C6H9Br3N5 in total, from OMol25.

Last column: natural (NBO) charge in e.
Atoms and positions in Å:
1 C 1.00229 -0.27171 1.46681  -0.155
2 C 2.01078 -1.33657 1.54845  -0.018
3 C -0.27468 -0.70135 1.18044  0.025
4 C 1.26206 0.72218 -1.98932  -0.346
5 C 0.69455 1.94340 -1.87345  -0.314
6 C -1.45390 0.13894 0.96499  0.486
7 N 1.78736 -2.53907 1.05668  -0.188
8 N -0.35281 -2.06367 0.79315  -0.368
9 N 0.65275 -2.93300 0.74450  0.078
10 N -1.46130 1.33255 1.53250  -0.733
11 N -2.40186 -0.28415 0.13944  -0.707
12 Br 0.39628 -0.89488 -2.20572  0.113
13 Br -1.13664 2.30012 -1.99520  0.076
14 Br 0.67494 1.09273 -5.11804  -0.019
15 H 1.20603 0.70549 1.83020  0.231
16 H 3.03916 -1.09727 1.91646  0.238
17 H 2.31644 0.59627 -1.63246  0.257
18 H 1.25756 2.80120 -1.51738  0.249
19 H -0.62092 1.78504 1.96291  0.437
20 H -2.07617 2.00376 0.98940  0.421
21 H -2.13565 -1.04464 -0.42679  0.415
22 H -1.25761 -2.48568 0.77276  0.410
23 H -3.12866 0.23032 -0.14033  0.413

Calculated values
spin multiplicity = 1
HOMO level (alpha / beta) = -12.75 / -11.10 eV
total charge = +1
lowest unoccupied orbital energy (alpha / beta) = -0.1793 / -0.2116 hartree
Kohn-Sham gap (alpha / beta) = 7.87 / 5.34 eV



# 5
The following is a quantum chemistry calculation of a structure of composition C6H9BrF2O, from OMol25.

Last column: natural (NBO) charge in e.
Atoms and positions in Å:
1 C -1.68158 0.44052 -0.11738  -0.378
2 C -0.40959 1.15229 -0.50798  -0.555
3 C -0.86402 -0.87582 0.00119  -0.343
4 C 0.34877 -0.12322 -0.40432  0.701
5 C -1.28669 -2.18835 -0.61106  -0.593
6 C 2.13846 1.22425 1.65403  0.325
7 O 1.52565 -0.51332 -0.82169  -0.621
8 F 2.86778 0.84080 2.67868  -0.358
9 F 1.48200 2.34999 1.94336  -0.384
10 Br 3.35627 1.71256 0.06248  -0.235
11 H -2.04590 0.66174 0.90368  0.236
12 H -2.42402 0.25197 -0.97201  0.222
13 H -0.37601 1.43766 -1.52938  0.262
14 H 0.11360 2.01818 -0.14293  0.294
15 H -0.79798 -1.07259 1.00823  0.271
16 H -1.77405 -1.89051 -1.61441  0.200
17 H -1.93180 -2.88817 -0.10429  0.234
18 H -0.48005 -2.76379 -0.79962  0.225
19 H 2.23916 0.22577 -0.62657  0.496

Calculated values
spin multiplicity = 1
HOMO level (alpha / beta) = -6.97 / -6.97 eV
lowest unoccupied orbital energy (alpha / beta) = -0.0282 / -0.0283 hartree
Kohn-Sham gap (alpha / beta) = 6.20 / 6.20 eV



# 6
The following is a quantum chemistry calculation of an isolated molecule of C6H9BrO, from OMol25.

Last column: natural (NBO) charge in e.
Atoms and positions in Å:
1 C 0.16100 0.79931 -1.19281  0.330
2 C 2.83616 -0.46896 -0.84945  0.035
3 C 0.00727 -0.28063 -0.13395  -0.603
4 C 2.26577 -1.40576 0.04946  -0.638
5 C 0.72392 -1.53930 -0.41997  -0.383
6 C -0.11869 2.53122 0.58700  -0.317
7 O 0.15013 2.01755 -0.84268  -0.468
8 Br 4.08488 0.56185 0.09042  0.045
9 H 0.18257 0.04000 0.95399  0.188
10 H -1.03913 -0.33012 -0.09276  0.256
11 H 2.95260 -2.28101 -0.18143  0.296
12 H 2.31215 -1.26833 1.10392  0.205
13 H 0.24402 -2.39977 0.07754  0.215
14 H 0.78770 -1.92493 -1.50187  0.241
15 H 0.24831 3.56038 0.63692  0.216
16 H 0.32931 1.87164 1.38657  0.189
17 H -1.12620 2.35518 0.82388  0.193

Calculated values
spin multiplicity = 1
HOMO level = -7.72 eV
lowest unoccupied orbital energy = -0.0182 hartree
Kohn-Sham gap = 7.22 eV



# 7
The following is a quantum chemistry calculation of a cluster of 6 separate species, C6H9Cl15 in total, from OMol25.

Last column: natural (NBO) charge in e.
Atoms and positions in Å:
1 Cl 0.48568 1.25881 -4.83412  0.013
2 C 0.71687 3.00520 -4.78502  -0.289
3 Cl -0.14776 3.72992 -3.44168  0.028
4 Cl 0.21681 3.73526 -6.31454  0.022
5 H 1.77316 3.20169 -4.66093  0.230
6 Cl -2.32508 1.09443 1.63857  -0.001
7 C -3.79982 0.89102 2.58964  -0.290
8 Cl -4.68342 2.40702 2.68727  0.027
9 Cl -3.42917 0.26869 4.18447  0.035
10 H -4.42843 0.18196 2.06793  0.229
11 Cl 4.28207 2.72255 -0.47930  0.020
12 C 2.81590 2.97496 0.46918  -0.286
13 Cl 1.40018 2.44027 -0.43978  0.002
14 Cl 2.64421 4.65016 0.95896  0.032
15 H 2.90193 2.37662 1.36654  0.232
16 Cl -1.76119 -1.30067 -1.90578  -0.028
17 C -0.48533 -0.20683 -1.34606  -0.400
18 Cl 0.68802 -1.02969 -0.31993  -0.027
19 H 0.01902 0.18609 -2.22164  0.232
20 H -0.94051 0.61595 -0.80560  0.224
21 Cl 0.10925 -4.75524 0.72824  -0.035
22 C -1.47167 -4.28033 0.07525  -0.394
23 Cl -2.54329 -5.65891 -0.18717  -0.023
24 H -1.94963 -3.62622 0.79471  0.218
25 H -1.28746 -3.74842 -0.84916  0.228
26 Cl 3.16809 -1.11852 3.87726  -0.026
27 C 2.22416 -2.20527 2.86212  -0.400
28 Cl 1.53126 -3.55644 3.76798  -0.020
29 H 1.40941 -1.63740 2.42926  0.224
30 H 2.86676 -2.61666 2.09330  0.222

Calculated values
spin multiplicity = 1
HOMO level = -10.74 eV
lowest unoccupied orbital energy = 0.0097 hartree
SMILES = ClC(Cl)Cl.ClC(Cl)Cl.ClC(Cl)Cl.ClCCl.ClCCl.ClCCl
Kohn-Sham gap = 11.00 eV



# 8
The following is a quantum chemistry calculation of the ion C6H9ClN with charge +1, from OMol25.

Last column: natural (NBO) charge in e.
Atoms and positions in Å:
1 C 2.36859 -0.97787 0.07316  -0.640
2 C 0.90023 -0.59005 -0.13628  0.087
3 C 0.46793 0.66152 -0.03322  -0.092
4 N -0.95625 0.74983 -0.03014  -0.302
5 C -1.56694 2.04548 0.09289  -0.448
6 C -1.59914 -0.32846 0.04249  0.308
7 Cl -3.19720 -0.71901 0.02091  0.220
8 C -0.26187 -1.60182 -0.18165  -0.405
9 H 2.92980 -1.33302 -0.87011  0.263
10 H 2.41877 -1.97490 0.72389  0.237
11 H 2.84958 -0.31978 0.64202  0.230
12 H 1.03563 1.51303 -0.05833  0.240
13 H -2.66262 1.92599 0.01460  0.254
14 H -1.32194 2.70340 -0.85986  0.252
15 H -0.99065 2.49334 0.94710  0.255
16 H -0.42038 -2.12857 -1.12252  0.273
17 H 0.00646 -2.11909 0.73508  0.267

Calculated values
spin multiplicity = 1
HOMO level = -13.96 eV
total charge = +1
lowest unoccupied orbital energy = -0.1603 hartree
SMILES = CC1=C[N+](C)=C(Cl)C1
Kohn-Sham gap = 9.60 eV



# 9
The following is a quantum chemistry calculation of a cluster of 2 separate species, C6H9ClN2 in total, from OMol25.

Last column: natural (NBO) charge in e.
Atoms and positions in Å:
1 N -2.28960 -1.25923 -0.70202  -0.645
2 N -1.20395 -1.18105 0.16056  -0.452
3 C -0.27105 -0.18709 -0.03520  0.147
4 C 0.04781 0.24378 -1.35534  -0.281
5 C 0.95406 1.27216 -1.56414  -0.207
6 C 1.53288 1.95627 -0.55824  -0.268
7 C 1.27269 1.47786 0.76701  -0.168
8 C 0.37473 0.42875 1.01878  -0.288
9 H -2.48189 -0.24384 -0.96660  0.352
10 H -1.94477 -1.89641 -1.43971  0.359
11 H -1.41909 -1.34797 1.16040  0.366
12 H -0.42697 -0.33899 -2.33128  0.214
13 H 1.16443 1.52321 -2.61694  0.212
14 H 2.00519 2.95479 -0.82403  0.223
15 H 1.86391 2.00734 1.59390  0.217
16 H 0.20896 0.16884 2.02546  0.218
17 Cl 0.16957 -2.80116 3.94902  -0.276
18 H 0.55181 -3.52434 2.93645  0.277

Calculated values
spin multiplicity = 1
HOMO level = -8.01 eV
lowest unoccupied orbital energy = 0.0299 hartree
SMILES = NNc1ccccc1.Cl
Kohn-Sham gap = 8.82 eV



# 10
The following is a quantum chemistry calculation of an isolated molecule of C6H9ClN2, from OMol25.

Last column: natural (NBO) charge in e.
Atoms and positions in Å:
1 C 0.22314 -0.70441 -1.40608  -0.173
2 C -1.06493 -0.90813 -1.01274  0.029
3 C 2.28840 0.21736 -0.70278  0.201
4 C -0.47195 0.46100 0.66314  -0.005
5 C 3.22458 0.84562 0.20109  -0.720
6 C -2.79443 -0.52674 0.61139  -0.396
7 N 1.05941 -0.01824 -0.55227  -0.337
8 N -1.46751 -0.37128 0.13820  -0.473
9 Cl -0.90820 2.17858 0.57193  -0.068
10 H 0.75564 -1.36319 -2.17489  0.230
11 H -1.87722 -1.63146 -1.38134  0.216
12 H -0.16958 0.20641 1.64294  0.185
13 H 4.13289 0.19454 0.30807  0.243
14 H 2.85298 1.15999 1.15383  0.206
15 H 3.61663 1.76427 -0.23411  0.248
16 H -2.68065 -0.47085 1.68052  0.209
17 H -3.37824 0.31419 0.28704  0.193
18 H -3.34097 -1.34769 0.20607  0.212

Calculated values
spin multiplicity = 1
HOMO level (alpha / beta) = -7.32 / -7.32 eV
lowest unoccupied orbital energy (alpha / beta) = 0.0202 / 0.0201 hartree
Kohn-Sham gap (alpha / beta) = 7.87 / 7.86 eV



# 11
The following is a quantum chemistry calculation of a cluster of 2 separate species, C6H9ClN2O in total, from OMol25.

Last column: natural (NBO) charge in e.
Atoms and positions in Å:
1 C -0.21072 2.01692 -1.24589  -0.635
2 C -0.02687 0.51947 -1.50197  -0.219
3 C -0.74222 -0.44048 -0.86104  0.029
4 C -1.70149 -0.10805 0.30783  -0.683
5 Cl -0.70189 -2.26572 -1.22672  -0.084
6 H 0.66676 2.50446 -1.71801  0.233
7 H -0.12931 2.22484 -0.15102  0.215
8 H -1.07576 2.44039 -1.62232  0.222
9 H 0.49255 0.08863 -2.25376  0.217
10 H -1.77401 -0.90576 0.97780  0.213
11 H -2.69663 0.01865 -0.20793  0.238
12 H -1.09451 0.70306 0.78414  0.231
13 C 0.52530 -1.97881 2.09222  -0.519
14 C 0.85318 -1.18352 1.11726  0.375
15 N 1.70651 -0.32685 0.80272  -0.213
16 N 2.06285 0.40833 -0.11009  0.268
17 O 3.17150 0.92062 -0.16976  -0.363
18 H 1.22232 -2.42431 2.69482  0.241
19 H -0.54756 -2.21188 2.29173  0.232

Calculated values
spin multiplicity = 1
HOMO level = -8.86 eV
lowest unoccupied orbital energy = -0.0189 hartree
SMILES = C/C=C(\C)Cl.C=C=NN=O
Kohn-Sham gap = 8.35 eV



# 12
The following is a quantum chemistry calculation of a cluster of 2 separate species, C6H9ClN2O2 in total, from OMol25.

Last column: natural (NBO) charge in e.
Atoms and positions in Å:
1 C -1.29357 0.69875 -0.71539  0.026
2 C -1.82648 -1.96970 -3.09629  0.801
3 C 0.02756 0.07184 -0.44691  -0.143
4 C -1.12568 -0.75376 -2.31187  0.112
5 C 1.00856 0.84999 1.78859  -0.606
6 C 0.19245 -0.29014 1.04876  -0.400
7 N -1.86042 0.24431 -1.69058  -0.407
8 N -0.03227 -0.99152 -1.53112  -0.423
9 O -2.02375 -1.71846 -4.38800  -0.696
10 O -2.01695 -2.93750 -2.46027  -0.545
11 Cl -0.18068 0.46011 -4.18745  -0.137
12 H -1.86421 1.20473 0.05001  0.196
13 H 0.90581 0.69939 -0.63369  0.221
14 H 0.60985 1.87336 1.83171  0.215
15 H 1.99924 0.93208 1.33891  0.199
16 H 1.20547 0.47219 2.70981  0.212
17 H -0.80991 -0.44703 1.67022  0.220
18 H 0.79151 -1.24636 1.21169  0.220
19 H 0.70130 -1.67815 -1.63438  0.423
20 H -1.60716 -0.79819 -4.74100  0.512

Calculated values
spin multiplicity = 3
HOMO level (alpha / beta) = -6.64 / -10.10 eV
lowest unoccupied orbital energy (alpha / beta) = 0.0236 / -0.1539 hartree
Kohn-Sham gap (alpha / beta) = 7.29 / 5.91 eV



Number 1: calculated total energy -77478.8316 eV. Number 2: calculated total energy -80370.4346 eV. Number 3: calculated total energy -13183.6739 eV. Number 4: calculated total energy -223934.6432 eV. Number 5: calculated total energy -83887.8473 eV. Number 6: calculated total energy -78450.5720 eV. Number 7: calculated total energy -194204.1548 eV. Number 8: calculated total energy -20371.0221 eV. Number 9: calculated total energy -21868.9685 eV. Number 10: calculated total energy -21865.6081 eV. Number 11: calculated total energy -23911.1055 eV. Number 12: calculated total energy -25960.7990 eV.